[1]
{
  "formula": "C30H32AsNS4SbTeV",
  "method": "the ωB97M-V functional and the def2-TZVPD basis",
  "species": ["V", "S", "Sb", "S", "S", "S", "Te", "C", "C", "C", "C", "C", "C", "H", "H", "H", "H", "H", "C", "C", "C", "C", "C", "C", "As", "N", "C", "C", "C", "C", "C", "C", "C", "C", "C", "C", "C", "C", "C", "C", "C", "C", "C", "C", "H", "H", "H", "H", "H", "H", "H", "H", "H", "H", "H", "H", "H", "H", "H", "H", "H", "H", "H", "H", "H", "H", "H", "H", "H", "H", "H"],
  "coordinates": [[1.55270, 3.01721, 0.28296], [2.91968, 4.41117, 1.21151], [3.02371, 5.52734, -1.12311], [1.65519, 3.53482, -1.86341], [-0.44513, 3.92390, 0.95974], [5.10890, 5.06491, -1.80916], [-1.58059, 3.61372, -1.13006], [-3.51661, 3.31589, -0.32240], [-4.53010, 2.97191, -1.21787], [-5.82692, 2.75981, -0.77328], [-6.12989, 2.87811, 0.57797], [-5.12286, 3.20952, 1.47334], [-3.82390, 3.42956, 1.02917], [-4.30912, 2.85763, -2.27683], [-6.60199, 2.49453, -1.48347], [-7.14095, 2.70951, 0.92894], [-5.34688, 3.29864, 2.53060], [-3.04676, 3.68303, 1.74079], [0.54769, -4.18940, 4.44709], [0.44094, -3.13743, 3.37649], [0.36326, -3.47487, 2.03728], [0.28329, -2.51619, 1.02446], [0.21083, -3.04654, -0.38660], [0.27583, -1.15851, 1.37422], [0.06103, 0.39875, 0.18344], [1.78897, 1.16645, 0.40045], [2.91620, 0.39296, 0.75531], [3.87157, 0.90859, 1.63471], [4.98278, 0.15815, 1.98951], [5.16194, -1.12353, 1.49094], [4.21460, -1.64623, 0.62191], [3.10751, -0.89783, 0.25651], [-0.14906, -0.27679, -1.65602], [0.74328, -0.23506, -2.73165], [2.19037, 0.18199, -2.65568], [0.28811, -0.62434, -3.99667], [-1.00777, -1.03892, -4.23200], [-1.46609, -1.44598, -5.60619], [-1.89045, -1.04616, -3.15576], [-1.48986, -0.65869, -1.88785], [-2.52528, -0.65003, -0.78837], [0.34607, -0.79799, 2.73608], [0.36722, 0.63782, 3.19684], [0.43069, -1.78876, 3.70515], [0.51365, -5.19252, 4.02056], [-0.26589, -4.10140, 5.17102], [1.48594, -4.09170, 4.99851], [0.37759, -4.52398, 1.75553], [0.52519, -4.09059, -0.39928], [0.83067, -2.49573, -1.08830], [-0.80698, -3.00211, -0.78189], [3.74654, 1.90707, 2.02354], [5.71427, 0.58643, 2.66533], [6.02926, -1.70855, 1.77376], [4.33480, -2.64675, 0.22160], [2.38202, -1.31670, -0.41875], [2.42237, 0.77144, -1.78066], [2.44327, 0.78507, -3.52812], [2.84273, -0.69623, -2.66228], [0.98890, -0.58435, -4.82649], [-0.65442, -1.36941, -6.33016], [-2.28610, -0.81201, -5.95198], [-1.82755, -2.47723, -5.61321], [-2.92449, -1.34483, -3.31006], [-3.47209, -1.03992, -1.16341], [-2.70029, 0.36466, -0.42078], [-2.23538, -1.26041, 0.07161], [-0.41146, 1.23811, 2.72667], [1.31876, 1.11439, 2.95280], [0.23267, 0.68669, 4.27701], [0.49393, -1.49208, 4.74841]],
  "forces_ev_per_a": [[0.1, 0.4, -0.2], [-0.1, -0.3, -0.1], [0.0, 0.0, 0.0], [0.1, 0.1, 0.0], [-0.2, 0.0, 0.0], [0.1, 0.0, 0.0], [0.0, 0.0, 0.1], [0.0, -0.1, 0.0], [0.0, 0.0, 0.0], [0.0, 0.0, 0.0], [0.0, 0.0, 0.0], [0.0, 0.0, 0.0], [0.0, 0.0, 0.0], [0.0, 0.0, 0.1], [0.0, 0.0, 0.0], [0.0, 0.0, 0.0], [0.0, 0.0, 0.0], [0.0, 0.0, 0.0], [0.0, 0.0, 0.0], [0.0, 0.0, 0.0], [0.0, 0.0, 0.0], [0.0, -0.1, 0.0], [-0.1, 0.0, 0.0], [0.0, 0.0, 0.0], [0.3, 0.2, 0.0], [-0.2, -0.3, 0.2], [-0.1, 0.0, -0.1], [0.1, -0.2, 0.0], [0.0, 0.1, 0.0], [0.0, -0.1, 0.0], [0.0, 0.0, 0.0], [0.2, 0.0, 0.1], [0.0, 0.0, 0.0], [0.0, 0.0, 0.0], [0.0, -0.1, -0.1], [0.0, 0.0, 0.0], [0.0, 0.0, 0.0], [0.0, 0.0, 0.0], [0.0, 0.0, 0.0], [0.0, 0.0, 0.0], [0.0, 0.0, 0.0], [0.0, 0.0, 0.0], [0.0, 0.0, 0.0], [0.0, 0.0, 0.0], [0.0, 0.0, 0.0], [0.0, 0.0, 0.0], [0.0, 0.0, 0.0], [0.0, 0.0, 0.0], [0.0, 0.0, 0.0], [0.0, 0.0, 0.0], [0.0, 0.0, 0.0], [0.0, 0.1, 0.0], [0.0, 0.0, 0.0], [0.0, 0.0, 0.0], [0.0, 0.0, 0.0], [-0.1, 0.0, -0.1], [0.0, 0.0, 0.1], [0.0, 0.0, 0.0], [0.0, 0.0, 0.0], [0.0, 0.0, 0.0], [0.0, 0.0, 0.0], [0.0, 0.0, 0.0], [0.0, 0.0, 0.0], [0.0, 0.0, 0.0], [0.0, 0.0, 0.0], [0.0, 0.0, 0.0], [0.0, 0.0, 0.0], [-0.1, 0.0, 0.0], [0.0, 0.0, 0.0], [0.0, 0.0, 0.0], [0.0, 0.0, 0.0]],
  "energy_ev": -176823.2228,
  "spin_multiplicity": 2,
  "e_homo_ev": [-4.6, -4.7],
  "total_charge": -1,
  "orbital_gap_ev": [6.51, 6.95],
  "lumo_energy_ha": [0.0713, 0.0816]
}

[2]
{
  "formula": "C30H32BrN7O2SSeV",
  "method": "the ωB97M-V functional and the def2-TZVPD basis",
  "species": ["V", "O", "C", "C", "C", "C", "C", "C", "C", "O", "N", "N", "C", "C", "Br", "C", "C", "C", "C", "C", "C", "C", "H", "H", "H", "H", "H", "H", "H", "H", "H", "H", "H", "H", "H", "H", "Se", "C", "C", "C", "C", "C", "C", "H", "H", "H", "H", "H", "C", "N", "C", "C", "N", "C", "H", "H", "H", "H", "H", "H", "C", "C", "C", "N", "N", "C", "N", "S", "H", "H", "H", "H", "H", "H", "H"],
  "coordinates": [[-0.22523, 0.16340, -0.44217], [3.54664, -1.60347, -4.10685], [2.60724, -0.74724, -4.63447], [2.87563, -0.19905, -5.87891], [1.98375, 0.70180, -6.43613], [0.82140, 1.04884, -5.76059], [0.56056, 0.49721, -4.51741], [1.45303, -0.39542, -3.93820], [1.20670, -0.96696, -2.55932], [-0.05069, -0.66025, -2.06555], [2.27224, -0.50594, -1.63577], [1.85870, 0.03240, -0.47523], [2.67283, 0.49833, 0.38864], [2.23766, 1.08838, 1.64181], [0.34223, 1.14405, 1.94955], [3.08626, 1.53185, 2.56734], [2.83368, 2.13783, 3.87721], [3.66820, 1.77921, 4.93818], [3.47317, 2.31672, 6.19838], [2.46078, 3.24361, 6.40848], [1.64949, 3.63202, 5.35218], [1.82966, 3.08296, 4.09258], [3.14512, -2.19319, -3.45978], [3.78189, -0.49128, -6.39248], [2.19629, 1.13070, -7.40656], [0.12389, 1.75040, -6.19761], [-0.33805, 0.76268, -3.97689], [1.26776, -2.06570, -2.58474], [3.10707, -0.11023, -2.04816], [3.74685, 0.47770, 0.21656], [4.13396, 1.38312, 2.31539], [4.46818, 1.06750, 4.77168], [4.11819, 2.02212, 7.01542], [2.31529, 3.67352, 7.39058], [0.87734, 4.37460, 5.50542], [1.21456, 3.42387, 3.26932], [-0.12301, 2.44728, -1.48534], [-0.08464, 3.73629, -0.06746], [-1.26179, 4.16802, 0.53858], [-1.22274, 5.11272, 1.55606], [-0.00966, 5.64688, 1.96816], [1.16471, 5.23458, 1.35328], [1.12920, 4.28114, 0.34382], [-2.21156, 3.78111, 0.19031], [-2.14563, 5.44684, 2.01402], [0.01869, 6.39355, 2.75123], [2.11384, 5.65919, 1.65606], [2.04512, 3.96686, -0.14092], [-5.45564, -1.06406, -1.86006], [-4.39015, -0.41075, -1.11414], [-4.54817, 0.55751, -0.15443], [-3.29480, 0.89482, 0.25539], [-2.38010, 0.13449, -0.43442], [-3.07261, -0.63376, -1.25122], [-6.09087, -0.31725, -2.33033], [-6.05382, -1.68643, -1.19774], [-5.01279, -1.68597, -2.63319], [-5.51873, 0.92594, 0.12883], [-2.99266, 1.65260, 0.96007], [-2.64772, -1.33069, -1.95590], [1.07577, -5.84784, -0.81988], [1.65519, -4.87829, 0.21220], [0.68630, -3.80655, 0.58696], [0.78451, -2.58381, 0.21603], [-0.24234, -1.78692, 0.66375], [-1.13237, -2.44468, 1.36486], [-2.26231, -1.91292, 1.87714], [-0.74230, -4.12032, 1.54347], [1.81329, -6.60388, -1.08411], [0.78714, -5.31842, -1.72843], [0.19485, -6.36181, -0.43281], [2.53699, -4.37390, -0.18283], [1.96386, -5.41886, 1.10899], [-2.39267, -0.91651, 1.81378], [-2.73088, -2.38571, 2.62991]],
  "forces_ev_per_a": [[-0.2, -0.4, -0.4], [0.0, 0.0, 0.0], [0.0, 0.0, 0.0], [0.0, 0.0, 0.0], [0.0, 0.0, 0.0], [0.0, 0.0, 0.0], [0.0, 0.0, 0.0], [0.0, 0.0, 0.0], [0.1, 0.0, 0.0], [-0.1, 0.2, 0.4], [0.1, -0.1, 0.0], [-0.1, 0.1, 0.1], [0.1, 0.0, -0.1], [-0.1, 0.0, 0.0], [0.1, 0.0, 0.2], [0.1, 0.0, 0.0], [0.0, 0.1, 0.1], [0.0, 0.0, 0.0], [0.0, 0.0, 0.0], [0.0, 0.0, 0.0], [0.0, 0.0, 0.0], [0.0, 0.0, -0.1], [0.0, 0.0, 0.0], [0.0, 0.0, 0.0], [0.0, 0.0, 0.0], [0.0, 0.0, 0.0], [0.0, 0.0, 0.0], [0.0, 0.0, 0.0], [0.0, 0.1, 0.0], [0.0, 0.0, 0.0], [0.0, 0.0, 0.0], [0.0, 0.0, 0.0], [0.0, 0.0, 0.0], [0.0, 0.0, 0.0], [0.0, 0.0, 0.0], [0.0, 0.0, 0.1], [0.0, 0.1, 0.0], [0.0, 0.0, 0.0], [0.0, 0.0, 0.0], [0.0, 0.0, 0.0], [0.0, 0.0, 0.0], [0.0, 0.0, 0.0], [0.0, 0.0, 0.0], [0.0, 0.0, 0.0], [0.0, 0.0, 0.0], [0.0, 0.0, 0.0], [0.0, 0.0, 0.0], [0.0, 0.0, 0.0], [0.0, 0.0, 0.0], [0.0, 0.0, 0.0], [0.0, 0.0, 0.0], [-0.1, 0.0, 0.0], [0.3, 0.0, 0.0], [-0.1, 0.0, 0.0], [0.0, 0.0, 0.0], [0.0, 0.0, 0.0], [0.0, 0.0, 0.0], [0.0, 0.0, 0.0], [0.0, 0.0, 0.0], [0.0, 0.0, 0.0], [0.0, 0.0, 0.0], [0.0, 0.0, 0.0], [0.0, 0.0, 0.0], [0.1, -0.1, 0.0], [-0.2, 0.1, -0.2], [0.1, -0.1, 0.1], [0.0, 0.0, 0.0], [0.0, 0.1, 0.0], [0.0, 0.0, 0.0], [0.0, 0.0, 0.0], [0.0, 0.0, 0.0], [0.0, 0.0, 0.0], [0.0, 0.0, 0.0], [0.0, 0.0, 0.0], [0.0, 0.0, 0.0]],
  "energy_ev": -218062.8077,
  "spin_multiplicity": 3,
  "e_homo_ev": [-9.8, -10.0],
  "total_charge": 1,
  "orbital_gap_ev": [7.22, 7.35],
  "lumo_energy_ha": [-0.0953, -0.0970]
}

Energy above the lowest of the compared OMol25 structures with the same formula, charge and spin (kJ/mol)
0.0, 84.3